(1)
ORCA calculation (ωB97M-V with the def2-TZVPD basis set) on a molecular structure, C32H27I2N3O2PSr in a non-equilibrium geometry.

Its HOMO energy is -9.50 eV. As for the total energy: -2517.6783 hartree.

Structure (ORCA input):
```
! RIJCOSX wB97M-V def2-TZVPD def2/J DEFGRID3
* xyz 1 1
Sr 1.052 0.629 -0.386
I 0.837 -1.899 -7.890
C 1.303 -1.047 -6.048
C 2.293 -1.611 -5.258
C 2.575 -1.062 -4.017
I 3.968 -1.969 -2.766
C 1.888 0.064 -3.542
O 2.122 0.590 -2.378
C 0.852 0.592 -4.344
C 0.049 1.735 -3.790
N -0.649 1.440 -2.507
C -1.727 0.455 -2.644
C -1.203 -0.955 -2.776
C -1.660 -1.772 -3.798
C -1.149 -3.053 -3.924
C -0.203 -3.475 -3.009
C 0.185 -2.601 -2.008
N -0.296 -1.361 -1.878
C 0.583 0.048 -5.587
H 2.830 -2.484 -5.602
H -0.687 2.041 -4.544
H 0.703 2.588 -3.592
H -1.076 2.313 -2.215
H -2.371 0.672 -3.505
H -2.355 0.516 -1.750
H -2.383 -1.391 -4.507
H -1.472 -3.698 -4.730
H 0.247 -4.457 -3.063
H 0.924 -2.907 -1.280
H -0.215 0.465 -6.192
O 2.623 -1.350 0.961
N 1.616 -2.330 0.833
C 0.844 -2.407 1.836
C 0.938 -1.758 3.173
C 1.836 -2.299 4.090
C 1.871 -1.828 5.392
C 1.001 -0.823 5.793
C 0.121 -0.266 4.881
C 0.087 -0.716 3.564
P -0.853 0.127 2.250
C -2.276 0.954 2.998
C -3.524 0.371 2.783
C -4.664 0.937 3.334
C -4.566 2.096 4.088
C -3.328 2.691 4.297
C -2.186 2.122 3.757
C 0.332 1.549 1.955
C -0.066 2.607 1.113
C 0.875 3.374 0.434
C 2.239 3.108 0.573
C 2.645 2.138 1.481
C 1.704 1.373 2.172
H 3.228 -1.588 0.237
H 0.042 -3.124 1.678
H 2.493 -3.102 3.781
H 2.568 -2.256 6.100
H 1.014 -0.470 6.816
H -0.544 0.529 5.193
H -3.609 -0.528 2.183
H -5.629 0.476 3.167
H -5.457 2.541 4.511
H -3.254 3.597 4.883
H -1.222 2.590 3.921
H -1.123 2.801 0.969
H 0.545 4.185 -0.203
H 2.964 3.693 0.026
H 3.700 1.974 1.659
H 2.049 0.606 2.851
*
```

=====

(2)
ORCA calculation (ωB97M-V with the def2-TZVPD basis set) on 2 unconnected molecules or ions with the total composition C3H9NOS in a non-equilibrium geometry.

As for the SMILES: NC=O.CSC. The energy above the lowest of the compared OMol25 structures with the same formula, charge and spin is 107.7 kJ/mol. Its HOMO energy is -8.50 eV. As for the total energy: -647.8571 hartree.

Structure (ORCA input):
```
! RIJCOSX wB97M-V def2-TZVPD def2/J DEFGRID3
* xyz 0 1
N -1.476 1.925 0.076
C -0.979 2.327 -1.119
O -0.790 1.463 -1.974
H -1.646 2.588 0.854
H -1.555 0.981 0.434
H -0.975 3.410 -1.273
C 1.684 -0.654 -0.517
S 0.670 -0.460 1.036
C 0.033 -2.107 1.255
H 1.165 -0.537 -1.561
H 2.509 0.053 -0.404
H 1.915 -1.649 -0.583
H -0.593 -2.184 2.122
H 0.829 -2.836 1.128
H -0.793 -2.320 0.527
*
```

=====

(3)
ORCA calculation (ωB97M-V with the def2-TZVPD basis set) on 2 unconnected molecules or ions with the total composition C5H13N2 in a non-equilibrium geometry.

The energy above the lowest of the compared OMol25 structures with the same formula, charge and spin is 155.0 kJ/mol. Its HOMO energy is -13.38 eV. As for the total energy: -307.5626 hartree.

Structure (ORCA input):
```
! RIJCOSX wB97M-V def2-TZVPD def2/J DEFGRID3
* xyz 1 1
N -1.513 1.359 -0.151
C -0.753 1.771 -1.125
N 0.527 1.500 -1.310
H -1.201 0.547 0.423
H -2.455 1.652 -0.053
H -1.202 2.338 -1.906
H 0.915 1.573 -2.235
H 1.006 0.927 -0.630
C 1.569 -1.419 -0.265
C 0.476 -1.081 0.768
C 0.661 -0.249 1.861
C -0.873 -1.795 0.477
H 1.611 -2.528 -0.349
H 2.596 -1.007 -0.068
H 1.206 -1.098 -1.283
H -0.085 -0.097 2.663
H 1.641 0.217 2.106
H -1.503 -1.655 1.399
H -0.739 -2.866 0.291
H -1.370 -1.383 -0.420
*
```

=====

(4)
ORCA calculation (ωB97M-V with the def2-TZVPD basis set) on a molecular structure, C20H31N3O2S.

The energy above the lowest of the compared OMol25 structures with the same formula, charge and spin is 13.0 kJ/mol. Its HOMO energy is -9.30 eV. As for the total energy: -1493.6661 hartree.

Structure (ORCA input):
```
! RIJCOSX wB97M-V def2-TZVPD def2/J DEFGRID3
* xyz 0 1
C -2.041 -4.318 2.506
C -0.624 -3.754 2.496
C -0.514 -2.412 1.770
C -0.966 -2.516 0.304
N -0.464 -1.468 -0.582
C 0.178 -1.915 -1.809
C -0.729 -0.171 -0.265
O -1.305 0.114 0.778
C -0.217 0.914 -1.206
C -0.661 2.317 -0.802
C 0.345 3.380 -1.259
C -0.045 4.768 -0.756
C -1.464 5.145 -1.177
C -2.463 4.069 -0.763
C -2.048 2.714 -1.300
C -3.118 1.704 -1.556
C -2.470 2.417 -2.714
N 0.820 -1.835 1.899
C 1.884 -2.206 1.157
O 1.898 -3.206 0.454
C 3.055 -1.276 1.225
C 2.963 0.086 1.302
S 4.512 0.749 1.275
N 5.287 -0.685 1.158
C 4.428 -1.679 1.134
C 4.911 -3.091 1.032
H -2.092 -5.211 3.130
H -2.751 -3.590 2.904
H -2.376 -4.600 1.508
H -0.285 -3.596 3.522
H 0.068 -4.464 2.038
H -1.169 -1.688 2.251
H -0.617 -3.456 -0.120
H -2.059 -2.515 0.307
H 0.654 -1.085 -2.318
H 0.937 -2.659 -1.574
H -0.553 -2.363 -2.489
H 0.878 0.865 -1.197
H -0.507 0.691 -2.233
H -0.701 2.334 0.292
H 1.345 3.118 -0.900
H 0.390 3.386 -2.355
H 0.017 4.774 0.338
H 0.667 5.514 -1.116
H -1.743 6.109 -0.747
H -1.497 5.260 -2.266
H -2.528 4.018 0.330
H -3.463 4.316 -1.131
H -2.896 0.656 -1.408
H -4.134 1.977 -1.299
H -3.042 3.176 -3.234
H -1.814 1.849 -3.361
H 0.922 -1.036 2.499
H 2.070 0.693 1.348
H 4.122 -3.796 1.274
H 5.238 -3.294 0.011
H 5.764 -3.230 1.694
*
```

=====

(5)
ORCA calculation (ωB97M-V with the def2-TZVPD basis set) on a molecular structure, C38H39HfN2O3P3S5 in a non-equilibrium geometry.

The energy above the lowest of the compared OMol25 structures with the same formula, charge and spin is 247.0 kJ/mol. Its HOMO energy is -12.17 eV. As for the total energy: -4869.3258 hartree.

Structure (ORCA input):
```
! RIJCOSX wB97M-V def2-TZVPD def2/J DEFGRID3
* xyz 2 1
Hf 11.277 12.727 9.838
S 11.932 12.018 12.206
C 12.559 13.621 12.164
N 12.443 14.348 11.004
C 13.200 15.553 11.089
C 13.327 16.490 10.020
C 14.085 17.615 10.210
C 14.658 17.869 11.448
C 14.551 16.953 12.491
C 13.791 15.794 12.318
S 13.527 14.369 13.423
H 12.756 16.351 9.121
H 14.213 18.309 9.365
H 15.226 18.812 11.547
H 14.987 17.147 13.524
C 15.343 12.602 9.563
P 13.790 11.612 9.099
C 13.901 10.041 9.992
C 14.245 11.168 7.385
C 15.229 10.271 6.990
C 15.572 10.083 5.644
C 14.842 10.766 4.696
C 13.820 11.667 5.033
C 13.522 11.880 6.374
P 12.090 12.939 6.874
C 10.857 12.344 5.587
C 12.681 14.638 6.329
H 15.580 12.602 10.649
H 15.123 13.648 9.328
H 16.236 12.386 8.989
H 14.957 9.747 9.957
H 13.221 9.270 9.693
H 13.722 10.277 11.019
H 15.770 9.716 7.824
H 16.364 9.387 5.361
H 15.076 10.578 3.659
H 13.291 12.305 4.295
H 10.663 11.255 5.653
H 11.188 12.573 4.588
H 9.881 12.837 5.696
H 13.353 14.557 5.459
H 13.160 15.181 7.146
H 11.786 15.227 5.978
O 7.733 11.520 8.789
S 8.906 11.267 9.593
O 9.255 12.342 10.625
O 10.271 11.150 8.844
C 8.449 9.800 10.526
C 7.426 9.962 11.447
C 6.814 8.875 12.077
C 7.232 7.596 11.719
C 8.264 7.405 10.812
C 8.895 8.508 10.190
P 10.503 8.007 9.517
C 11.358 6.928 10.675
C 12.413 6.063 10.241
C 13.362 5.580 11.150
C 13.324 5.925 12.508
C 12.225 6.655 12.967
C 11.254 7.107 12.049
C 9.832 6.917 8.220
C 9.600 7.467 6.970
C 9.146 6.714 5.882
C 8.965 5.358 6.028
C 9.278 4.725 7.232
C 9.681 5.481 8.322
H 7.146 10.962 11.649
H 5.927 9.077 12.672
H 6.678 6.760 12.213
H 8.590 6.409 10.569
H 12.622 5.873 9.220
H 14.141 4.966 10.761
H 14.028 5.555 13.209
H 12.109 6.972 13.997
H 10.463 7.731 12.496
H 9.761 8.539 6.942
H 8.937 7.230 4.905
H 8.542 4.827 5.183
H 9.170 3.677 7.357
H 9.806 5.032 9.278
S 10.354 14.940 9.110
C 8.965 14.931 8.122
N 7.833 14.376 8.539
C 6.589 14.651 7.800
C 6.985 15.334 6.440
S 8.765 15.758 6.583
H 7.907 13.744 9.349
H 6.041 15.400 8.385
H 5.925 13.712 7.677
H 6.303 16.141 6.142
H 6.884 14.494 5.680
*
```

=====

(6)
ORCA calculation (ωB97M-V with the def2-TZVPD basis set) on a molecular structure, C32H47BClF4N3O3P2ReS2 in a non-equilibrium geometry.

Its HOMO energy (alpha / beta) is -3.93 / -3.93 eV. As for the total energy: -4079.8142 hartree.

Structure (ORCA input):
```
! RIJCOSX wB97M-V def2-TZVPD def2/J DEFGRID3
* xyz -1 1
Re -0.397 0.401 0.387
Cl 5.030 3.724 -2.780
C 4.011 2.681 -1.807
C 4.183 1.289 -1.865
C 3.398 0.457 -1.109
C 2.373 0.966 -0.270
O 1.672 0.155 0.468
C 2.217 2.377 -0.237
C 1.282 2.961 0.681
N 0.384 2.264 1.261
C -0.397 2.782 2.333
C -0.429 4.056 2.824
C -1.196 4.355 3.972
C -1.888 3.378 4.629
C -1.871 2.053 4.136
C -2.538 0.963 4.757
C -2.453 -0.269 4.206
C -1.746 -0.448 2.992
N -1.128 0.529 2.377
C -1.156 1.783 2.967
C 3.049 3.215 -0.997
H 4.940 0.877 -2.524
H 3.507 -0.619 -1.158
H 1.385 4.023 0.903
H 0.128 4.846 2.336
H -1.219 5.374 4.343
H -2.456 3.602 5.525
H -3.125 1.135 5.654
H -2.965 -1.117 4.635
H -1.744 -1.401 2.485
H 2.913 4.291 -0.947
C -5.142 2.949 -1.513
C -4.494 1.885 -2.367
O -3.326 2.421 -3.015
P -1.894 1.646 -2.732
S -1.736 2.050 -0.672
S -0.335 -0.983 -1.404
O -0.885 2.802 -3.328
C -0.209 2.493 -4.544
C 1.270 2.317 -4.270
H -6.044 2.551 -1.038
H -5.409 3.818 -2.118
H -4.448 3.266 -0.733
H -5.177 1.546 -3.150
H -4.239 1.021 -1.749
H -0.386 3.313 -5.243
H -0.624 1.581 -4.989
H 1.676 3.212 -3.790
H 1.819 2.140 -5.201
H 1.430 1.469 -3.596
C 2.851 -5.727 -1.169
C 2.631 -4.211 -1.087
C 3.411 -3.663 0.121
C 3.246 -3.550 -2.334
P 0.832 -3.650 -0.907
N 0.932 -2.126 -1.229
C -0.261 -4.621 -2.107
C 0.429 -4.559 -3.479
C -1.622 -3.919 -2.293
C -0.515 -6.089 -1.734
C 0.239 -3.999 0.855
C 0.608 -5.372 1.432
C 0.794 -2.901 1.773
C -1.291 -3.844 0.876
H 3.930 -5.921 -1.144
H 2.470 -6.148 -2.099
H 2.403 -6.269 -0.337
H 4.481 -3.770 -0.087
H 3.203 -4.215 1.037
H 3.191 -2.606 0.288
H 4.337 -3.623 -2.254
H 2.960 -2.499 -2.390
H 2.951 -4.038 -3.260
H 0.753 -3.543 -3.714
H -0.295 -4.867 -4.240
H 1.285 -5.230 -3.550
H -1.507 -2.870 -2.561
H -2.277 -3.965 -1.428
H -2.133 -4.425 -3.121
H 0.398 -6.665 -1.587
H -1.074 -6.557 -2.554
H -1.128 -6.181 -0.838
H 1.678 -5.473 1.618
H 0.291 -6.199 0.799
H 0.100 -5.486 2.398
H 1.836 -3.047 2.046
H 0.209 -2.903 2.701
H 0.720 -1.923 1.311
H -1.808 -4.682 0.413
H -1.636 -2.924 0.399
H -1.617 -3.815 1.923
F -2.862 -0.709 0.487
B -4.186 -1.194 0.798
F -4.188 -2.594 0.613
F -5.118 -0.569 -0.037
F -4.452 -0.898 2.165
*
```